Record 1
{
  "formula": "C30H43F5MnP2S",
  "method": "the ωB97M-V functional and the def2-TZVPD basis",
  "symbols": ["Mn", "S", "P", "P", "F", "F", "F", "F", "F", "C", "C", "C", "C", "C", "C", "C", "C", "C", "C", "C", "C", "C", "C", "C", "C", "C", "C", "C", "C", "C", "C", "C", "C", "C", "C", "C", "C", "C", "C", "H", "H", "H", "H", "H", "H", "H", "H", "H", "H", "H", "H", "H", "H", "H", "H", "H", "H", "H", "H", "H", "H", "H", "H", "H", "H", "H", "H", "H", "H", "H", "H", "H", "H", "H", "H", "H", "H", "H", "H", "H", "H", "H"],
  "positions_angstrom": [[-0.478, -0.681, -2.429], [-2.331, 1.991, 1.737], [1.665, 1.023, -0.150], [-1.468, 0.797, 0.219], [-2.145, 1.659, 4.565], [0.076, 5.700, 5.602], [-1.328, 3.452, 6.404], [-0.417, 4.468, 1.067], [0.682, 6.066, 2.941], [-0.068, 5.012, 3.337], [-1.497, 2.782, 4.152], [-1.031, -2.057, -4.618], [3.320, 0.625, -0.864], [-0.643, -1.731, 2.572], [1.084, 0.263, -3.272], [0.644, -1.197, 2.872], [1.095, -1.172, -3.387], [-1.872, -1.502, 3.343], [-1.825, -1.056, -3.783], [-0.479, -2.741, 1.600], [-3.081, 0.233, -0.537], [-0.900, 2.141, -0.969], [3.065, -1.686, 2.119], [-0.832, 1.060, -4.794], [-1.346, 3.015, 2.775], [-1.578, -3.619, 1.149], [0.505, -1.909, -4.595], [0.931, -0.331, 4.025], [1.559, -3.912, 0.544], [2.283, 1.878, 1.330], [0.903, -2.801, 1.259], [-0.984, -2.428, -1.496], [-1.594, 0.386, -3.685], [-0.348, 4.807, 4.691], [-0.590, 4.144, 2.390], [0.641, 2.404, -0.929], [1.596, -1.825, 2.027], [0.639, 1.198, -4.393], [-1.049, 3.671, 5.103], [-2.492, 0.932, -3.364], [3.472, -2.303, 2.932], [-1.884, -2.311, -0.867], [1.850, 0.245, 3.903], [0.820, 2.239, -4.058], [1.985, 0.740, -2.809], [-2.438, -3.022, 0.824], [0.102, 0.357, 4.211], [1.296, 1.035, -5.261], [-1.290, -4.272, 0.325], [-1.245, 1.897, -1.985], [2.469, -3.564, 0.029], [3.361, -0.655, 2.323], [-3.907, 0.869, -0.225], [-1.829, -2.046, 4.301], [0.872, -1.444, -5.535], [-1.234, 2.069, -4.920], [-3.303, -0.785, -0.192], [3.559, -2.007, 1.197], [-1.446, 3.033, -0.650], [-1.305, -3.040, -4.193], [0.905, -2.932, -4.583], [3.322, 2.182, 1.111], [0.816, 3.301, -0.322], [-0.926, 0.606, -5.797], [1.061, -0.940, 4.931], [3.266, -0.107, -1.676], [0.876, -4.370, -0.188], [1.939, -1.695, -2.902], [-2.008, -0.439, 3.552], [3.845, 1.530, -1.192], [-2.739, -1.877, 2.793], [-1.260, -2.276, -2.554], [1.029, 2.612, -1.938], [-1.413, -2.024, -5.641], [-3.096, 0.133, -1.648], [1.659, 2.753, 1.559], [-1.962, -4.255, 1.964], [-2.770, -1.401, -3.300], [-0.758, -3.524, -1.473], [1.868, -4.695, 1.279], [3.896, 0.152, -0.055], [2.235, 1.170, 2.172]],
  "s_squared": 6.248,
  "orbital_gap_ev": [6.9, 4.8],
  "spin_multiplicity": 5,
  "e_lumo_ev": [-3.2, -5.1],
  "total_charge": 1
}

Record 2
{
  "formula": "C30H44BCsF5N4O3P2Te",
  "method": "the ωB97M-V functional and the def2-TZVPD basis",
  "symbols": ["Cs", "Te", "P", "P", "F", "F", "F", "F", "F", "O", "O", "O", "N", "N", "N", "N", "C", "C", "C", "C", "C", "C", "C", "C", "C", "C", "C", "C", "C", "C", "C", "C", "C", "C", "C", "C", "C", "C", "C", "C", "C", "C", "C", "C", "C", "C", "B", "H", "H", "H", "H", "H", "H", "H", "H", "H", "H", "H", "H", "H", "H", "H", "H", "H", "H", "H", "H", "H", "H", "H", "H", "H", "H", "H", "H", "H", "H", "H", "H", "H", "H", "H", "H", "H", "H", "H", "H", "H", "H", "H", "H"],
  "positions_angstrom": [[-0.018, -0.100, -0.842], [-1.170, -3.524, -2.190], [2.185, 1.310, 1.968], [-0.616, 2.761, 1.911], [-3.052, -3.932, -2.146], [-1.143, -5.172, -3.172], [-0.893, -4.790, -0.744], [0.745, -3.637, -2.521], [-1.390, -2.814, -3.971], [0.069, 2.958, -3.287], [-1.223, -2.067, -1.257], [2.259, 2.735, -2.722], [0.279, 4.185, 4.081], [-1.318, -2.754, 2.660], [2.794, 2.973, 4.061], [-1.633, -5.071, 3.642], [-1.894, 1.286, 3.797], [-1.656, -4.074, 4.706], [-2.704, -4.784, 2.689], [3.342, -1.198, 2.136], [1.190, 4.483, 5.034], [-0.851, 4.466, 1.235], [2.480, 3.883, 5.011], [3.624, 2.154, 1.183], [-1.536, -2.657, 4.097], [1.889, -0.449, 4.011], [-2.626, 3.702, 3.791], [0.584, 3.232, 3.216], [2.997, -0.022, 3.048], [-0.350, -4.996, 2.949], [1.809, 5.696, 7.021], [0.816, 3.668, -4.156], [2.768, 4.911, -5.629], [-3.324, 2.171, 1.963], [0.877, 5.398, 6.053], [3.422, 4.239, 5.988], [0.427, 4.433, -5.237], [2.169, 3.532, -3.807], [-0.133, -3.566, 2.403], [1.842, 2.610, 3.217], [-2.475, -3.397, 2.044], [-2.196, 2.513, 2.936], [4.247, 0.402, 3.812], [3.080, 5.122, 6.985], [3.162, 4.160, -4.529], [1.432, 5.043, -5.975], [0.947, 2.344, -2.367], [5.084, 0.543, 3.132], [4.406, 3.799, 5.941], [-0.063, 4.629, 0.499], [0.970, -0.624, 3.449], [2.157, -1.364, 4.539], [1.700, 0.331, 4.746], [-3.426, 3.402, 4.470], [-3.342, -2.745, 2.171], [-2.590, -4.198, 5.260], [1.164, 5.631, -6.841], [-0.613, 4.550, -5.498], [-0.699, -2.102, 4.531], [-2.701, -5.576, 1.939], [3.213, 2.794, 0.401], [4.165, 2.757, 1.911], [-1.811, 4.539, 0.727], [4.116, -0.926, 1.420], [-4.229, 1.928, 2.521], [-3.060, 1.313, 1.342], [-2.451, -2.081, 4.249], [-2.794, 0.924, 4.294], [-2.999, 4.506, 3.162], [0.719, -3.078, 2.882], [4.202, 4.072, -4.252], [-3.652, -4.826, 3.231], [-3.552, 3.014, 1.312], [4.073, 1.333, 4.345], [-0.367, -5.726, 2.140], [2.463, -1.538, 1.587], [-1.148, 1.520, 4.554], [4.519, -0.371, 4.532], [3.803, 5.378, 7.749], [0.027, -3.583, 1.325], [3.523, 5.398, -6.229], [-1.504, 0.483, 3.167], [0.436, -5.279, 3.656], [3.716, -2.029, 2.734], [-0.824, -4.289, 5.382], [-0.771, 5.208, 2.029], [-1.792, 4.083, 4.376], [1.565, 6.394, 7.811], [-2.282, -3.487, 0.975], [4.281, 1.420, 0.721], [-0.098, 5.857, 6.057]],
  "orbital_gap_ev": 4.1,
  "e_lumo_ev": 0.8,
  "total_charge": -1
}

It is found that the max |F| values, taken in the order of the records, are 0.0712 0.1209 hartree/bohr.